Entry 1:
36
Properties=species:S:1:pos:R:3:forces:R:3 method="wB97M-V/def2-TZVPD" homo_energy_ev=-9.5 e_lumo_ev=-0.11 multiplicity=1 fmax_ha_per_bohr=0.220 gap_ev=9.37
O -17.8538 9.1649 2.2078 -0.652 -1.167 -0.647
H -17.4398 8.3828 2.5726 -0.016 -0.299 -0.076
H -17.7699 9.8243 2.8966 0.550 -0.146 0.625
O -19.4129 12.2777 5.4828 3.712 5.278 6.468
H -19.8385 11.8590 4.7346 -0.083 1.948 3.757
H -19.3344 13.1976 5.2304 0.217 0.595 0.735
O -19.9057 13.8145 2.4045 -0.934 4.721 0.283
H -19.5537 13.0194 2.0044 0.578 0.613 -1.112
H -19.3942 13.9267 3.2057 0.299 0.487 -0.162
O -18.8650 11.9631 2.1699 1.257 -4.071 -0.236
H -19.2298 11.7253 3.0223 -0.498 0.023 0.408
H -18.5441 11.1374 1.8073 0.136 -0.404 0.353
O -18.3639 11.4102 0.1942 -3.956 6.061 -3.657
H -18.4122 12.3412 0.4114 0.486 0.746 -0.006
H -18.9382 11.3109 -0.5652 0.169 0.542 -1.278
O -17.3013 13.5192 2.2885 2.273 1.945 0.420
H -16.9716 13.8593 3.1202 0.545 0.483 -0.022
H -17.7110 12.6846 2.5161 0.456 -0.031 -0.003
O -17.6745 10.6539 4.0260 1.129 0.666 1.527
H -16.9281 11.1644 4.3399 0.352 -0.020 0.194
H -18.4403 11.1741 4.2691 0.718 0.237 1.340
O -21.6950 12.4860 2.8990 -4.799 0.153 1.988
H -20.9276 12.9778 2.6069 0.045 1.644 -0.305
H -22.1144 13.0561 3.5435 -0.267 0.537 0.191
O -19.5228 9.3891 0.2367 -1.437 -1.227 -0.727
H -19.1590 10.2726 0.2949 -0.450 -2.024 0.622
H -19.4390 9.1555 -0.6878 0.048 -0.425 -0.230
O -20.0908 11.2499 3.9761 -2.434 -9.524 -5.617
H -20.8616 11.5082 3.4708 -3.237 1.723 -1.254
H -19.9789 10.3189 3.7840 0.444 -0.698 1.022
O -21.0830 10.7321 1.9451 -0.402 -2.421 -1.953
H -20.7608 10.0889 2.5765 -0.509 -1.103 -1.513
H -20.3655 10.8348 1.3198 -0.615 -0.674 -0.201
O -16.7116 10.0921 0.1372 4.011 -2.037 -0.745
H -17.4913 10.6360 0.2482 2.719 -1.657 -0.042
H -16.3599 9.9932 1.0219 0.143 -0.473 -0.145

Entry 2:
104
Properties=species:S:1:pos:R:3:forces:R:3 method="wB97M-V/def2-TZVPD" homo_energy_ev=-9.6 e_lumo_ev=0.15 multiplicity=1 fmax_ha_per_bohr=0.009 gap_ev=9.76
O 5.7502 1.9391 -0.3733 -0.100 -0.021 0.059
S 4.5736 1.8640 -1.1698 0.301 0.242 0.016
O 4.6366 2.0089 -2.5850 -0.097 -0.010 -0.014
F 3.9761 0.4446 -0.9415 -0.064 -0.203 -0.016
N 3.4315 2.7736 -0.4928 0.231 0.155 -0.349
C 2.3943 3.3780 -1.3529 -0.087 0.018 0.040
C 1.4841 2.3732 -2.0452 -0.001 -0.140 0.072
C 0.5312 1.6246 -1.1167 0.119 -0.080 0.133
F 1.1180 1.3949 0.1294 0.011 -0.004 -0.038
H 3.8885 3.4358 0.1247 -0.210 0.018 0.179
H 1.7951 4.0112 -0.6975 0.082 -0.004 0.073
H 2.8693 4.0184 -2.0983 -0.050 -0.007 -0.048
H 2.0666 1.6652 -2.6383 0.133 0.051 0.069
H 0.8864 2.9381 -2.7618 -0.048 -0.046 -0.014
H -0.3907 2.1714 -0.9308 -0.054 0.084 -0.022
H 0.2862 0.6429 -1.5224 -0.142 0.048 -0.024
Br -2.8945 3.2796 0.7493 -0.018 -0.031 -0.085
C -3.9208 1.8198 1.5313 0.136 0.111 0.060
C -3.0231 0.7717 2.1341 -0.006 -0.180 -0.004
Br -2.2267 -0.3841 0.7870 0.028 0.084 -0.085
H -4.5610 1.4256 0.7488 0.018 -0.034 0.001
H -4.5297 2.2825 2.3043 0.014 -0.038 0.033
H -3.6023 0.1061 2.7667 -0.033 0.045 0.050
H -2.2084 1.2008 2.7089 0.000 0.036 -0.030
Br -1.4118 1.4240 -4.0555 -0.137 -0.040 -0.092
C -0.3632 -0.1827 -4.3661 0.073 0.166 0.074
C 0.6224 -0.0065 -5.4896 -0.020 -0.050 -0.103
Br -0.2413 -0.0634 -7.2319 0.007 0.022 0.022
H -1.0677 -0.9869 -4.5518 0.016 -0.015 -0.027
H 0.1629 -0.3739 -3.4342 0.018 -0.062 -0.026
H 1.3410 -0.8219 -5.4880 0.004 0.000 0.040
H 1.1489 0.9411 -5.4314 -0.004 0.003 0.016
Br 7.0183 6.2475 -0.2224 -0.110 0.068 0.039
C 6.8134 6.0194 1.6955 0.041 -0.033 -0.097
C 5.8046 4.9520 2.0347 -0.004 0.051 -0.001
Br 3.9815 5.5783 1.7261 0.026 -0.096 -0.051
H 6.5346 6.9878 2.0983 0.001 -0.005 0.032
H 7.7955 5.7385 2.0698 -0.013 -0.045 -0.004
H 5.8499 4.6944 3.0901 0.003 0.039 0.003
H 5.9404 4.0561 1.4343 0.023 -0.008 0.009
Br -1.8234 -2.7879 -2.3243 -0.146 0.028 0.052
C -1.4851 -4.0974 -0.9263 0.100 0.032 -0.043
C -2.6424 -5.0368 -0.7280 -0.070 0.006 0.100
Br -4.1283 -4.1752 0.1852 0.004 0.020 -0.087
H -1.2622 -3.5280 -0.0287 0.009 -0.020 0.018
H -0.5964 -4.6425 -1.2390 -0.018 -0.016 -0.003
H -2.3413 -5.8646 -0.0887 0.010 0.014 0.011
H -3.0359 -5.4208 -1.6641 0.026 0.012 -0.019
Br 9.4513 3.9374 -1.9201 0.091 -0.050 -0.039
C 7.9371 3.6026 -3.0873 0.089 -0.084 0.137
C 8.0567 4.3456 -4.3881 -0.108 0.075 -0.050
Br 7.7054 6.2454 -4.1412 0.051 0.029 0.000
H 7.0548 3.8957 -2.5312 -0.104 -0.010 0.031
H 7.9149 2.5286 -3.2515 0.006 -0.010 -0.053
H 7.3099 3.9936 -5.0962 -0.017 -0.002 0.026
H 9.0463 4.2668 -4.8265 0.005 -0.011 0.014
Br -6.3602 -0.0416 3.4435 -0.086 -0.013 -0.024
C -6.0408 -1.8359 4.1268 -0.053 0.025 -0.059
C -5.6801 -1.8150 5.5868 0.102 -0.034 0.054
Br -3.8634 -1.1794 5.8650 -0.012 0.030 -0.027
H -5.2561 -2.2656 3.5110 -0.001 -0.022 0.003
H -6.9680 -2.3813 3.9665 -0.014 0.018 0.038
H -5.7096 -2.8215 5.9982 0.007 -0.013 -0.034
H -6.3266 -1.1647 6.1679 -0.015 -0.008 -0.001
Br 8.0895 10.1811 -2.9638 -0.055 -0.018 -0.001
C 6.8983 9.9052 -4.4743 0.113 -0.044 0.049
C 6.6225 11.1833 -5.2199 -0.104 0.048 -0.002
Br 5.3995 12.3454 -4.2532 0.048 0.000 -0.001
H 5.9931 9.4559 -4.0781 -0.018 0.001 -0.024
H 7.4042 9.1927 -5.1227 0.002 0.023 -0.020
H 6.1374 10.9689 -6.1694 -0.005 -0.025 0.010
H 7.5258 11.7593 -5.3931 0.016 -0.020 -0.010
Br 0.1909 -6.7984 1.6846 -0.041 0.037 -0.018
C -0.9461 -6.3210 3.1899 0.083 -0.008 0.009
C -1.9826 -7.3771 3.4732 -0.060 0.033 -0.089
Br -3.3813 -7.3606 2.1272 -0.050 -0.081 0.046
H -1.3987 -5.3662 2.9395 -0.021 0.009 0.040
H -0.2799 -6.1971 4.0406 0.011 -0.033 -0.007
H -2.4740 -7.1734 4.4221 -0.006 0.024 -0.009
H -1.5677 -8.3799 3.4857 0.055 0.020 0.019
Br 3.1665 -5.5685 -5.8725 -0.017 0.003 0.049
C 1.3532 -5.4162 -5.1910 0.082 -0.039 -0.085
C 0.9024 -3.9832 -5.0977 -0.112 0.084 0.088
Br 1.7234 -3.0576 -3.5983 0.174 -0.061 -0.011
H 1.3413 -5.9130 -4.2259 -0.030 0.006 0.006
H 0.7256 -5.9624 -5.8913 -0.013 0.027 -0.008
H -0.1706 -3.9333 -4.9169 0.005 -0.021 0.019
H 1.1493 -3.4160 -5.9904 -0.012 -0.023 -0.023
Br -6.4035 -9.3951 3.5917 -0.087 -0.011 0.056
C -7.4670 -9.9153 2.0520 0.098 -0.016 0.045
C -6.8129 -9.4932 0.7619 -0.056 0.068 -0.070
Br -6.9553 -7.5789 0.4551 0.077 -0.023 0.029
H -8.4482 -9.4712 2.1850 -0.008 0.005 -0.038
H -7.5472 -10.9991 2.0952 0.017 0.000 -0.010
H -7.3041 -9.9678 -0.0847 -0.022 -0.002 0.017
H -5.7530 -9.7282 0.7482 -0.002 -0.030 0.010
Br -5.9415 -0.6168 9.2618 -0.016 0.038 -0.029
C -6.7405 1.1521 9.3804 0.036 -0.081 0.073
C -8.1002 1.2038 8.7361 -0.027 0.073 -0.102
Br -7.9807 1.2009 6.7951 0.011 -0.069 0.027
H -6.0400 1.8393 8.9168 -0.014 0.017 -0.005
H -6.8168 1.3697 10.4432 -0.027 -0.007 -0.003
H -8.6088 2.1284 8.9998 0.028 0.011 0.011
H -8.7192 0.3564 9.0128 0.005 0.000 0.027

Entry 3:
10
Properties=species:S:1:pos:R:3:forces:R:3 method="wB97M-V/def2-TZVPD" homo_energy_ev=-17.7 e_lumo_ev=-10.02 multiplicity=1 fmax_ha_per_bohr=0.088 gap_ev=7.70 charge=+2
C 4.3236 -0.7884 -1.6627 1.175 -0.697 -0.640
N -1.8689 5.1322 3.8126 0.054 -0.084 -0.045
N -2.4923 5.9252 4.2220 -0.055 0.082 0.044
N 3.2512 -0.4169 -1.5075 -3.848 1.394 1.883
N 6.2257 -2.1738 -2.7777 -0.341 0.112 0.150
N -5.8509 -1.4978 0.7675 -0.163 0.294 -1.841
O 5.7586 -3.0593 -3.1399 0.170 0.127 0.036
O -6.4932 -0.7936 0.1676 0.621 -0.797 1.442
O -5.1463 -2.2456 1.2031 -0.575 0.498 0.431
H 2.2927 -0.0819 -1.0851 2.962 -0.930 -1.459